Record 1
Here is an isolated molecule of C25H31FN4O5 from OMol25. Energies are from the ωB97M-V functional and the def2-TZVPD basis.

LUMO level: 0.49 eV
M: 486.54 g/mol
relative energy (zero: lowest compared OMol25 entry of this formula, charge and spin): 15.41 kJ/mol
highest occupied orbital energy: -8.71 eV
frontier orbital gap: 9.20 eV

Geometry (Å):
1 C 2.866 0.693 2.529
2 O 2.516 1.405 3.690
3 C 1.208 1.192 4.159
4 C 0.115 1.969 3.401
5 N -0.335 1.321 2.191
6 C -1.385 0.491 2.177
7 O -2.054 0.210 3.153
8 C -1.712 -0.117 0.793
9 C -1.922 0.903 -0.309
10 C -2.232 2.226 -0.020
11 C -2.496 3.128 -1.036
12 C -2.456 2.691 -2.345
13 F -2.735 3.562 -3.337
14 C -2.161 1.379 -2.663
15 C -1.898 0.491 -1.638
16 N -0.728 -1.133 0.406
17 C -1.115 -2.503 0.655
18 C -1.233 -2.823 2.164
19 C 0.105 -2.670 2.898
20 C 0.657 -4.094 2.888
21 C -0.630 -4.909 2.993
22 O -1.618 -4.184 2.281
23 C 0.452 -0.743 -0.115
24 O 0.795 0.436 -0.113
25 C 1.346 -1.800 -0.742
26 C 2.421 -1.146 -1.618
27 C 1.768 -0.549 -2.862
28 O 1.484 -1.233 -3.822
29 N 1.539 0.786 -2.764
30 C 0.948 1.643 -3.684
31 C 0.581 1.269 -4.976
32 C 0.011 2.234 -5.787
33 C -0.168 3.520 -5.298
34 C 0.238 3.783 -4.001
35 N 0.781 2.875 -3.211
36 H 2.676 -0.382 2.655
37 H 2.331 1.046 1.643
38 H 3.934 0.852 2.388
39 H 0.960 0.121 4.153
40 H 1.224 1.544 5.194
41 H -0.754 2.056 4.058
42 H 0.492 2.962 3.151
43 H 0.191 1.426 1.329
44 H -2.661 -0.649 0.930
45 H -2.284 2.558 1.005
46 H -2.736 4.156 -0.819
47 H -2.144 1.063 -3.694
48 H -1.674 -0.536 -1.884
49 H -2.086 -2.703 0.191
50 H -0.390 -3.190 0.225
51 H -2.009 -2.195 2.616
52 H -0.073 -2.340 3.922
53 H 0.757 -1.950 2.407
54 H 1.165 -4.307 1.946
55 H 1.341 -4.294 3.709
56 H -0.937 -5.010 4.043
57 H -0.557 -5.904 2.549
58 H 0.753 -2.470 -1.367
59 H 1.826 -2.384 0.047
60 H 3.120 -1.914 -1.948
61 H 2.955 -0.384 -1.052
62 H 1.670 1.222 -1.856
63 H 0.739 0.260 -5.315
64 H -0.291 1.982 -6.793
65 H -0.615 4.292 -5.903
66 H 0.124 4.767 -3.564

Record 2
Here is the ion C2H4O3P with charge -1 in a non-equilibrium geometry from OMol25. Energies are from the ωB97M-V functional and the def2-TZVPD basis.

LUMO level: 4.23 eV
M: 107.02 g/mol
relative energy (zero: lowest compared OMol25 entry of this formula, charge and spin): 187.67 kJ/mol
highest occupied orbital energy: -2.92 eV
net charge: -1
frontier orbital gap: 7.15 eV

Geometry (Å):
1 C -0.525 -0.831 -1.857
2 C -0.548 -0.188 -0.627
3 O -1.483 0.412 -0.046
4 O 0.686 -0.348 0.221
5 P 0.763 0.644 1.536
6 O 2.144 0.648 2.073
7 H -1.373 -0.762 -2.417
8 H 0.138 -1.563 -2.251
9 H 0.364 1.798 0.767
10 H -0.167 0.191 2.602

Record 3
Here is a structure of composition C30H35BCdF6N13O4S2 from OMol25. Energies are from the ωB97M-V functional and the def2-TZVPD basis.

LUMO level (alpha / beta): 0.04 / -0.98 eV
M: 943.04 g/mol
2S+1: 2
relative energy (zero: lowest compared OMol25 entry of this formula, charge and spin): 80.32 kJ/mol
highest occupied orbital energy (alpha / beta): -6.64 / -8.51 eV
frontier orbital gap (alpha / beta): 6.67 / 7.53 eV

Geometry (Å):
1 Cd 0.545 0.411 -0.082
2 C 3.800 0.251 3.244
3 C 2.498 -0.101 2.885
4 N 1.983 0.760 2.015
5 N 2.945 1.696 1.808
6 C 4.043 1.403 2.529
7 B 2.654 2.902 0.880
8 N 2.917 2.493 -0.596
9 C 3.840 2.924 -1.480
10 C 3.711 2.188 -2.637
11 C 2.671 1.295 -2.368
12 N 2.219 1.483 -1.140
13 N 1.164 3.355 1.113
14 C 0.813 4.560 1.591
15 C -0.552 4.631 1.668
16 C -0.968 3.381 1.206
17 N 0.048 2.597 0.888
18 N 3.525 4.125 1.166
19 C 3.509 5.273 0.441
20 C 4.387 6.154 1.016
21 C 4.905 5.445 2.117
22 N 4.384 4.237 2.205
23 H 4.459 -0.245 3.932
24 H 1.922 -0.944 3.235
25 H 4.897 2.052 2.512
26 H 4.536 3.704 -1.229
27 H 4.289 2.282 -3.538
28 H 2.239 0.527 -2.989
29 H 1.550 5.293 1.866
30 H -1.158 5.451 2.008
31 H -2.903 3.855 1.447
32 H 2.869 5.377 -0.420
33 H 4.618 7.154 0.696
34 H 5.632 5.767 2.845
35 C -1.702 -3.089 -2.852
36 N -0.596 -2.482 -2.332
37 C 0.661 -2.907 -2.487
38 C 1.771 -2.432 -1.827
39 C 3.061 -3.035 -1.956
40 C 3.853 -2.461 -1.001
41 C 3.020 -1.527 -0.326
42 N 1.784 -1.505 -0.794
43 C -3.026 -2.738 -2.478
44 C -3.331 -1.752 -1.514
45 C -4.643 -1.503 -1.161
46 C -5.687 -2.207 -1.752
47 C -5.403 -3.172 -2.712
48 C -4.098 -3.437 -3.070
49 H -1.521 -3.924 -3.514
50 H -0.724 -1.571 -1.881
51 H 0.793 -3.746 -3.162
52 H 3.321 -3.805 -2.666
53 H 4.890 -2.657 -0.789
54 H 3.322 -0.869 0.476
55 H -2.551 -1.157 -1.057
56 H -4.856 -0.749 -0.416
57 H -6.711 -2.003 -1.467
58 H -6.209 -3.720 -3.182
59 H -3.884 -4.191 -3.817
60 F -1.745 0.015 -4.354
61 C -1.900 1.291 -3.971
62 F -1.098 2.045 -4.722
63 F -3.171 1.638 -4.241
64 S -1.590 1.564 -2.109
65 O -0.796 0.265 -1.853
66 O -0.705 2.735 -2.114
67 N -2.357 3.081 1.086
68 S -3.056 1.687 1.551
69 O -2.409 0.603 0.883
70 O -3.331 1.626 2.950
71 C -4.708 1.948 0.756
72 F -4.644 1.925 -0.558
73 F -5.522 0.983 1.173
74 F -5.203 3.124 1.148
75 C -2.386 -3.475 2.248
76 C -0.961 -3.765 1.764
77 C -0.940 -5.057 0.954
78 C -0.004 -3.877 2.947
79 N -0.467 -2.724 0.838
80 N -0.339 -1.420 1.398
81 H -2.740 -4.262 2.916
82 H -3.073 -3.415 1.401
83 H -2.440 -2.535 2.802
84 H -1.270 -5.900 1.561
85 H 0.069 -5.252 0.589
86 H -1.607 -4.981 0.092
87 H -0.232 -4.773 3.524
88 H -0.087 -3.025 3.623
89 H 1.026 -3.952 2.594
90 H -1.134 -2.637 0.078
91 H 0.458 -1.424 2.023
92 H -1.164 -1.152 1.930

Record 4
Here is a cluster of 2 separate species, C5H15NO in total in a non-equilibrium geometry from OMol25. Energies are from the ωB97M-V functional and the def2-TZVPD basis.

LUMO level: 0.63 eV
M: 105.18 g/mol
relative energy (zero: lowest compared OMol25 entry of this formula, charge and spin): 145.47 kJ/mol
highest occupied orbital energy: -8.06 eV
frontier orbital gap: 8.69 eV

Geometry (Å):
1 C -2.179 -2.401 -0.265
2 C -1.510 -1.249 0.513
3 N -1.215 0.015 -0.108
4 C -0.537 -0.130 -1.399
5 C -0.646 1.079 0.721
6 C 0.832 0.911 1.125
7 H -1.548 -2.636 -1.121
8 H -3.151 -2.070 -0.637
9 H -2.264 -3.188 0.469
10 H -1.960 -1.041 1.481
11 H -0.557 -1.672 0.940
12 H -0.172 0.847 -1.708
13 H 0.226 -0.931 -1.401
14 H -1.269 -0.440 -2.152
15 H -0.594 1.938 0.041
16 H -1.306 1.182 1.588
17 H 0.912 0.258 1.987
18 H 1.359 0.517 0.250
19 H 1.262 1.899 1.284
20 O 5.107 2.365 -0.804
21 H 5.008 2.662 0.113
22 H 4.201 2.084 -0.915

Record 5
Here is a cluster of 2 separate species, C6H15NOSi in total in a non-equilibrium geometry from OMol25. Energies are from the ωB97M-V functional and the def2-TZVPD basis.

LUMO level: 0.69 eV
M: 145.28 g/mol
relative energy (zero: lowest compared OMol25 entry of this formula, charge and spin): 218.41 kJ/mol
highest occupied orbital energy: -8.75 eV
frontier orbital gap: 9.44 eV

Geometry (Å):
1 C -1.142 -0.018 -1.578
2 Si -1.507 0.234 0.248
3 C -2.734 1.785 0.347
4 C -2.187 -1.422 0.940
5 O -0.133 0.739 0.951
6 H -0.665 -0.986 -1.662
7 H -1.886 0.138 -2.250
8 H -0.382 0.592 -1.814
9 H -2.972 1.903 1.479
10 H -2.479 2.747 -0.142
11 H -3.622 1.554 -0.157
12 H -3.142 -1.555 0.527
13 H -1.656 -2.335 0.742
14 H -2.300 -1.313 1.929
15 H 0.609 0.226 1.160
16 C 2.660 1.742 -0.214
17 C 2.590 0.482 -0.158
18 N 2.414 -0.698 -0.162
19 C 3.232 -1.819 0.117
20 H 2.532 2.118 -1.174
21 H 2.467 2.380 0.593
22 H 2.942 -2.531 -0.837
23 H 3.040 -2.351 1.063
24 H 4.322 -1.613 0.052

Record 6
Here is a structure of composition C20H55AsGeMnN9Si6 in a non-equilibrium geometry from OMol25. Energies are from the ωB97M-V functional and the def2-TZVPD basis.

LUMO level (alpha / beta): -3.68 / -3.42 eV
M: 792.71 g/mol
2S+1: 2
highest occupied orbital energy (alpha / beta): -11.42 / -11.29 eV
net charge: +1
frontier orbital gap (alpha / beta): 7.74 / 7.87 eV

Geometry (Å):
1 Mn -1.041 -0.143 0.130
2 N 1.755 1.621 -0.771
3 C 0.576 2.292 -0.508
4 N 0.480 3.593 -0.549
5 N -0.813 3.850 -0.234
6 N -1.454 2.767 -0.024
7 N -0.600 1.712 -0.193
8 C 1.811 0.266 -0.741
9 N 2.853 -0.539 -1.029
10 N 2.398 -1.771 -0.932
11 N 1.144 -1.715 -0.561
12 N 0.758 -0.444 -0.430
13 H 2.568 2.159 -1.027
14 C 0.213 1.731 5.411
15 Si -0.077 1.990 3.582
16 C 1.411 2.770 2.797
17 C -1.590 3.039 3.370
18 As -0.417 -0.190 2.573
19 Si -2.314 -0.923 3.786
20 C -2.263 -0.493 5.591
21 C -3.724 0.005 3.002
22 C -2.422 -2.768 3.570
23 Si 1.570 -1.416 3.089
24 C 3.001 -0.494 2.324
25 C 1.426 -3.141 2.408
26 C 1.776 -1.510 4.933
27 H 1.110 2.277 5.719
28 H 0.340 0.691 5.709
29 H -0.628 2.136 5.977
30 H 1.500 3.783 3.205
31 H 1.319 2.869 1.718
32 H 2.336 2.238 3.031
33 H -1.308 4.063 3.642
34 H -2.382 2.731 4.056
35 H -1.983 3.064 2.355
36 H -2.317 0.583 5.757
37 H -1.377 -0.877 6.101
38 H -3.140 -0.946 6.064
39 H -3.654 1.070 3.227
40 H -4.687 -0.357 3.378
41 H -3.749 -0.090 1.922
42 H -1.605 -3.270 4.096
43 H -2.365 -3.059 2.520
44 H -3.365 -3.147 3.976
45 H 2.708 0.363 1.719
46 H 3.581 -1.165 1.686
47 H 3.663 -0.124 3.112
48 H 0.811 -3.189 1.511
49 H 1.022 -3.828 3.154
50 H 2.429 -3.484 2.133
51 H 2.078 -0.559 5.373
52 H 2.571 -2.236 5.139
53 H 0.873 -1.861 5.439
54 C -3.385 0.444 -0.726
55 Si -3.036 -1.373 -0.901
56 C -3.930 -2.434 0.325
57 C -3.512 -1.941 -2.591
58 Ge -0.669 -2.413 -1.171
59 Si -0.732 -4.766 -0.641
60 C -1.135 -5.283 1.101
61 C -2.119 -5.398 -1.727
62 C 0.918 -5.390 -1.220
63 Si -0.037 -2.187 -3.533
64 C 1.759 -2.660 -3.746
65 C -0.303 -0.376 -3.948
66 C -0.980 -3.284 -4.715
67 H -4.482 0.490 -0.770
68 H -2.991 1.017 -1.567
69 H -3.102 0.986 0.178
70 H -5.006 -2.340 0.138
71 H -3.751 -2.166 1.361
72 H -3.670 -3.488 0.194
73 H -4.584 -1.708 -2.641
74 H -3.404 -3.017 -2.729
75 H -3.016 -1.412 -3.400
76 H -2.219 -5.308 1.244
77 H -0.702 -4.658 1.879
78 H -0.759 -6.302 1.247
79 H -3.091 -4.978 -1.449
80 H -2.194 -6.482 -1.580
81 H -1.952 -5.225 -2.791
82 H 1.750 -4.872 -0.734
83 H 1.036 -5.285 -2.301
84 H 0.995 -6.454 -0.973
85 H 2.378 -1.770 -3.887
86 H 1.818 -3.268 -4.653
87 H 2.199 -3.224 -2.925
88 H -0.227 0.285 -3.081
89 H -1.279 -0.207 -4.410
90 H 0.454 -0.049 -4.667
91 H -0.631 -4.317 -4.630
92 H -0.705 -2.941 -5.721
93 H -2.061 -3.278 -4.656

Question: Among the records above, which one has the highest M?
Answer: C30H35BCdF6N13O4S2

Question: Among the records above, which one has the highest M?
Answer: C30H35BCdF6N13O4S2